1.
C42H44NO2PS2SiW | ωB97M-V/def2-TZVPD

Calculated values
multiplicity = 3
total energy = -3326.19861 a.u.
<S²> = 2.021
total charge = 0
ΔE to the lowest compared entry with this formula, charge and spin = 110.9 kJ/mol
E_HOMO (spin up / spin down) = -0.231 / -0.231 hartree
orbital gap (spin up / spin down) = 4.87 / 5.03 eV

Geometry (Å):
W -0.430 1.655 -1.236
C -1.492 3.489 2.772
C -1.141 3.132 1.364
S -0.084 1.778 1.009
C -1.637 3.919 0.344
C -2.583 5.075 0.664
S -1.374 3.638 -1.396
H -2.597 3.519 2.880
H -1.184 4.509 3.011
H -1.095 2.802 3.504
H -2.037 6.004 0.750
H -3.053 4.890 1.646
H -3.325 5.115 -0.089
O 2.857 -0.774 2.434
C 3.069 0.180 3.307
O 3.726 1.226 3.117
C 2.325 -0.320 4.653
C 2.799 -0.238 5.963
C 2.241 -0.885 7.063
C 1.151 -1.706 6.834
C 0.597 -1.862 5.560
C 1.178 -1.090 4.518
P 0.419 -0.718 2.916
C 0.125 -2.419 2.406
C 1.267 -3.209 2.168
C 1.190 -4.536 1.834
C -0.070 -5.234 1.834
C -1.193 -4.429 2.073
C -1.085 -3.088 2.447
C -1.208 -0.133 3.473
C -2.310 -0.328 2.601
C -3.651 -0.347 3.047
C -3.979 0.184 4.317
C -2.899 0.634 5.094
C -1.577 0.408 4.730
H 3.728 0.304 6.116
H 2.728 -0.848 8.015
H 0.661 -2.230 7.641
H -0.277 -2.519 5.340
H 2.258 -2.749 2.358
H 2.114 -5.008 1.545
H -0.138 -6.309 1.643
H -2.158 -4.898 1.967
H -1.979 -2.595 2.796
H -2.111 -0.448 1.524
H -4.415 -0.609 2.346
H -5.010 0.092 4.646
H -3.110 1.179 6.033
H -0.812 0.687 5.425
C 1.574 0.989 -1.375
Si 1.474 0.505 -3.150
C -0.336 -0.383 -3.124
N -1.498 0.093 -2.256
C -2.678 0.632 -3.110
C -3.844 -0.381 -3.307
C -3.372 -1.839 -3.404
C -2.791 -2.193 -2.051
C -2.046 -1.043 -1.385
C 2.920 -0.713 -3.279
C 2.981 -1.805 -4.159
C 4.191 -2.491 -4.418
C 5.333 -2.085 -3.740
C 5.232 -1.182 -2.688
C 4.013 -0.522 -2.427
C 1.577 1.958 -4.316
C 1.302 1.886 -5.683
C 1.415 2.974 -6.542
C 1.861 4.176 -5.972
C 2.188 4.278 -4.619
C 2.090 3.152 -3.795
H 2.373 1.696 -1.264
H 1.719 0.126 -0.724
H -0.136 -1.415 -2.824
H -0.733 -0.405 -4.127
H -2.302 1.005 -4.055
H -3.137 1.494 -2.557
H -4.342 -0.057 -4.213
H -4.553 -0.258 -2.502
H -2.628 -1.898 -4.214
H -4.186 -2.554 -3.752
H -2.210 -3.087 -2.110
H -3.642 -2.480 -1.380
H -1.135 -1.409 -0.831
H -2.695 -0.493 -0.682
H 2.074 -2.049 -4.779
H 4.205 -3.279 -5.165
H 6.290 -2.511 -4.045
H 6.092 -0.875 -2.065
H 3.957 0.216 -1.651
H 0.973 0.926 -6.072
H 1.206 2.879 -7.619
H 1.935 5.044 -6.630
H 2.476 5.257 -4.201
H 2.395 3.231 -2.745

2.
C42H45BrCsF10N7O4 | ωB97M-V/def2-TZVPD

Calculated values
multiplicity = 1
total energy = -5904.46057 a.u.
total charge = -2
ΔE to the lowest compared entry with this formula, charge and spin = 0.0 kJ/mol
E_HOMO = -0.067 hartree
orbital gap = 5.35 eV

Geometry (Å):
Cs -0.725 -1.201 -0.381
O -3.557 -1.499 5.500
C -4.218 -2.092 4.461
C -5.547 -2.450 4.650
C -6.256 -3.043 3.614
C -5.643 -3.266 2.389
C -4.311 -2.909 2.217
C -3.578 -2.332 3.242
C -2.078 -2.053 3.021
O -1.654 -2.256 1.799
N -1.893 -0.604 3.492
N -0.626 -0.244 3.759
C -0.280 0.962 3.524
C 1.033 1.484 3.875
Br 2.450 0.213 3.978
C 1.337 2.767 4.085
C 0.378 3.881 4.175
C 0.777 5.150 3.750
C -0.086 6.231 3.817
C -1.367 6.071 4.329
C -1.767 4.822 4.782
C -0.904 3.740 4.712
H -2.786 -1.051 5.099
H -6.010 -2.246 5.608
H -7.293 -3.319 3.765
H -6.197 -3.714 1.573
H -3.785 -3.074 1.284
H -1.527 -2.599 3.823
H -2.379 0.032 2.855
H -0.967 1.672 3.056
H 2.381 3.034 4.196
H 1.767 5.277 3.330
H 0.239 7.199 3.456
H -2.047 6.912 4.374
H -2.760 4.685 5.193
H -1.221 2.778 5.092
C 2.540 -2.648 -2.080
N 1.315 -2.209 -2.708
C 0.527 -3.363 -3.106
C -0.792 -3.056 -3.804
N -1.626 -2.200 -2.991
C -2.833 -1.883 -3.425
C -3.509 -2.243 -4.634
F -2.888 -3.017 -5.572
C -4.798 -1.855 -4.945
F -5.346 -2.270 -6.108
C -5.543 -1.060 -4.101
F -6.814 -0.698 -4.406
C -4.940 -0.652 -2.917
F -5.628 0.136 -2.072
C -3.659 -1.032 -2.614
F -3.131 -0.565 -1.453
C 1.544 -1.274 -3.793
C 2.400 -0.073 -3.403
N 1.796 0.616 -2.288
C 2.269 1.784 -1.919
C 1.595 2.493 -0.866
F 0.515 1.908 -0.298
C 1.949 3.734 -0.407
F 1.217 4.325 0.558
C 3.047 4.410 -0.927
F 3.386 5.650 -0.487
C 3.762 3.773 -1.919
F 4.850 4.384 -2.437
C 3.403 2.525 -2.389
F 4.233 1.986 -3.331
H 3.203 -3.195 -2.783
H 2.300 -3.315 -1.251
H 3.076 -1.797 -1.669
H 0.325 -3.941 -2.197
H 1.116 -4.020 -3.782
H -1.262 -4.033 -4.002
H -0.578 -2.629 -4.794
H 0.571 -0.901 -4.117
H 2.019 -1.784 -4.658
H 2.483 0.550 -4.308
H 3.429 -0.406 -3.198
C 4.203 -2.780 3.599
N 3.349 -3.043 2.456
C 2.175 -3.843 2.775
C 3.141 -2.066 1.490
O 2.048 -1.887 0.994
N 4.243 -1.308 1.139
C 5.565 -1.880 1.030
C 4.012 -0.122 0.330
H 3.592 -2.628 4.495
H 4.793 -1.881 3.441
H 4.883 -3.617 3.789
H 2.500 -4.796 3.197
H 1.589 -4.016 1.878
H 1.525 -3.329 3.491
H 5.582 -2.886 1.441
H 6.309 -1.272 1.555
H 5.863 -1.937 -0.024
H 2.954 0.125 0.332
H 4.316 -0.282 -0.710
H 4.585 0.717 0.733
C -0.343 2.043 -4.715
C -0.420 3.527 -4.309
C -1.284 3.472 -3.054
O -2.226 2.449 -3.320
C -1.469 1.381 -3.895
H 0.615 1.618 -4.425
H -0.472 1.905 -5.789
H -0.930 4.114 -5.077
H 0.561 3.967 -4.126
H -1.832 4.392 -2.846
H -0.675 3.214 -2.179
H -2.154 0.771 -4.483
H -1.024 0.766 -3.107

3.
C42H45N3O11PPt | ωB97M-V/def2-TZVPD

Calculated values
multiplicity = 1
total energy = -3080.17459 a.u.
total charge = -1
ΔE to the lowest compared entry with this formula, charge and spin = 270.4 kJ/mol
E_HOMO (spin up / spin down) = -0.181 / -0.181 hartree
orbital gap (spin up / spin down) = 6.11 / 6.13 eV

Geometry (Å):
Pt 0.182 1.157 0.145
C -0.002 1.057 4.650
O -0.270 1.153 3.264
P 0.416 2.217 2.251
O -0.231 3.597 2.821
C -0.757 4.632 2.013
O 1.834 2.241 2.983
C 2.965 3.005 2.591
H 0.117 2.042 5.102
H 0.899 0.462 4.823
H -0.857 0.549 5.099
H 0.050 5.170 1.512
H -1.293 5.307 2.685
H -1.447 4.233 1.269
H 3.834 2.348 2.589
H 3.104 3.816 3.308
H 2.837 3.413 1.594
O 5.026 -2.117 1.888
C 3.709 -2.204 2.203
C 3.226 -3.306 2.903
C 1.875 -3.434 3.173
C 0.992 -2.464 2.739
C 1.473 -1.355 2.067
C 2.823 -1.197 1.799
C 3.326 0.092 1.137
O 4.496 0.413 1.305
O 2.492 0.742 0.448
H 5.500 -2.861 2.280
H 3.926 -4.058 3.252
H 1.515 -4.295 3.717
H -0.066 -2.554 2.930
H 0.784 -0.570 1.769
O 2.171 5.329 -0.076
C 1.769 4.238 -0.464
O 1.140 3.409 0.276
C 1.973 3.819 -1.905
C 2.184 4.778 -2.885
C 2.307 4.430 -4.227
C 2.203 3.096 -4.537
O 2.288 2.483 -5.770
C 2.150 1.102 -5.519
O 1.972 0.884 -4.144
C 2.010 2.128 -3.553
C 1.893 2.463 -2.230
H 2.268 5.811 -2.587
H 2.464 5.170 -4.994
H 3.057 0.573 -5.861
H 1.283 0.710 -6.079
H 1.789 1.726 -1.445
C -2.748 -0.464 1.783
C -4.031 -0.098 1.044
C -4.344 -1.056 -0.116
C -4.068 1.321 0.520
C -5.207 2.060 0.780
C -5.431 3.294 0.196
C -4.534 3.738 -0.760
C -3.392 3.027 -1.075
C -2.524 3.515 -2.210
C -2.183 2.411 -3.213
C -1.237 4.135 -1.680
C -3.065 1.837 -0.359
O -1.968 1.194 -0.599
H -2.768 -1.516 2.065
H -2.663 0.141 2.683
H -1.868 -0.272 1.170
H -4.858 -0.202 1.760
H -3.684 -0.876 -0.958
H -5.368 -0.896 -0.454
H -4.236 -2.093 0.201
H -5.947 1.651 1.457
H -6.315 3.868 0.442
H -4.739 4.663 -1.284
H -3.098 4.289 -2.737
H -1.519 1.683 -2.756
H -1.676 2.847 -4.072
H -3.088 1.910 -3.554
H -0.664 3.379 -1.141
H -1.453 4.957 -1.000
H -0.625 4.504 -2.501
N 1.570 -5.483 -0.431
C 1.159 -6.744 -0.100
C 1.820 -7.955 0.009
C 1.052 -9.061 0.323
C -0.322 -8.964 0.538
C -0.988 -7.762 0.434
C -0.244 -6.636 0.089
N -0.639 -5.354 -0.148
C 0.449 -4.685 -0.460
C 0.466 -3.288 -0.800
C 1.617 -2.542 -1.087
C 1.512 -1.186 -1.313
N 0.347 -0.524 -1.299
C -0.764 -1.265 -1.157
C -0.757 -2.610 -0.884
H 2.511 -5.185 -0.618
H 2.885 -8.040 -0.160
H 1.526 -10.028 0.400
H -0.873 -9.859 0.789
H -2.051 -7.689 0.600
H 2.594 -3.001 -1.126
H 2.390 -0.601 -1.537
H -1.684 -0.713 -1.268
H -1.669 -3.164 -0.735

4.
C42H45N3O11PPt | ωB97M-V/def2-TZVPD

Calculated values
multiplicity = 3
total energy = -3080.12531 a.u.
<S²> = 2.006
total charge = -1
ΔE to the lowest compared entry with this formula, charge and spin = 241.2 kJ/mol
E_HOMO (spin up / spin down) = -0.190 / -0.191 hartree
orbital gap (spin up / spin down) = 6.88 / 6.90 eV

Geometry (Å):
Pt 0.158 0.505 -0.318
C 3.858 -2.384 2.547
O 3.119 -2.994 1.489
P 1.567 -2.465 1.230
O 1.350 -3.392 -0.108
C 2.136 -3.063 -1.261
O 0.741 -3.416 2.275
C 0.871 -4.837 2.278
H 4.764 -2.972 2.688
H 3.293 -2.387 3.484
H 4.124 -1.353 2.296
H 1.829 -3.735 -2.057
H 3.196 -3.202 -1.049
H 1.962 -2.029 -1.570
H 0.408 -5.198 3.196
H 1.919 -5.137 2.250
H 0.365 -5.271 1.414
O -3.727 4.894 -0.824
C -2.371 4.859 -0.910
C -1.686 6.027 -1.248
C -0.307 6.051 -1.334
C 0.410 4.893 -1.092
C -0.273 3.737 -0.754
C -1.660 3.674 -0.642
C -2.376 2.394 -0.207
O -3.591 2.346 -0.243
O -1.670 1.407 0.294
H -4.026 5.760 -1.116
H -2.259 6.928 -1.448
H 0.203 6.970 -1.598
H 1.491 4.882 -1.167
H 0.300 2.839 -0.599
O -0.535 1.860 -4.291
C -0.442 0.908 -3.525
O -0.744 0.923 -2.274
C 0.021 -0.423 -4.108
C 0.579 -0.437 -5.378
C 0.986 -1.626 -5.990
C 0.780 -2.782 -5.279
O 1.067 -4.075 -5.659
C 0.635 -4.903 -4.585
O 0.097 -4.073 -3.563
C 0.210 -2.776 -4.023
C -0.167 -1.615 -3.399
H 0.685 0.513 -5.886
H 1.428 -1.640 -6.977
H 1.482 -5.471 -4.193
H -0.136 -5.593 -4.938
H -0.603 -1.595 -2.410
C 1.816 0.600 3.612
C 1.988 1.974 2.960
C 0.653 2.497 2.430
C 3.080 1.987 1.888
C 4.201 2.753 2.193
C 5.222 2.970 1.286
C 5.078 2.453 0.016
C 3.990 1.661 -0.351
C 4.023 1.166 -1.794
C 4.660 -0.228 -1.859
C 2.697 1.193 -2.543
C 3.005 1.328 0.620
O 2.107 0.343 0.401
H 0.996 0.617 4.338
H 2.729 0.303 4.134
H 1.585 -0.147 2.850
H 2.322 2.675 3.728
H 0.252 1.837 1.671
H 0.766 3.488 1.988
H -0.087 2.560 3.234
H 4.262 3.201 3.181
H 6.098 3.547 1.561
H 5.835 2.661 -0.736
H 4.687 1.854 -2.325
H 4.012 -0.959 -1.378
H 5.622 -0.228 -1.342
H 4.820 -0.527 -2.899
H 1.974 0.528 -2.086
H 2.836 0.859 -3.575
H 2.273 2.200 -2.573
N -4.016 -4.766 3.064
C -4.572 -5.366 4.171
C -5.317 -6.527 4.343
C -5.741 -6.811 5.628
C -5.417 -5.972 6.706
C -4.670 -4.823 6.528
C -4.254 -4.507 5.236
N -3.539 -3.419 4.770
C -3.420 -3.603 3.485
C -2.697 -2.708 2.576
C -2.449 -3.036 1.250
C -1.669 -2.194 0.483
N -1.139 -1.073 0.960
C -1.423 -0.721 2.215
C -2.192 -1.502 3.051
H -4.060 -5.104 2.122
H -5.562 -7.178 3.514
H -6.338 -7.696 5.807
H -5.772 -6.230 7.696
H -4.409 -4.183 7.362
H -2.817 -3.951 0.803
H -1.436 -2.446 -0.545
H -1.014 0.224 2.550
H -2.396 -1.199 4.068